Here is one molecule with the formula C5H7NO from the Open Molecules 2025 dataset. Energies are from ωB97M-V/def2-TZVPD.

Element x y z (Å)
C (-0.94840, -0.86680, 0.86127)
C (-0.60108, 0.46478, 0.17314)
C (-1.59853, 0.75223, -0.87371)
N (-2.36958, 0.98103, -1.70648)
C (0.80617, 0.60976, -0.46635)
C (1.90304, -0.37799, -0.14686)
O (1.87357, -1.28751, 0.64253)
H (-0.83830, -1.71729, 0.18237)
H (-1.98735, -0.82258, 1.20464)
H (-0.29409, -1.03082, 1.71739)
H (-0.72291, 1.25818, 0.92052)
H (0.73103, 0.62232, -1.56190)
H (1.22370, 1.59253, -0.20816)
H (2.82274, -0.17785, -0.73839)

Calculated values
Structure (SMILES): C[C@H](C#N)CC=O
Calculated total energy in hartree: -324.6880
Energy relative to the best compared isomer or geometry (same formula, charge and spin) in eV: 0.993
Highest occupied orbital energy in eV: -10.308
Gap between HOMO and LUMO in eV: 10.9380

***

Here is C5H7NO as an isolated structure from the Open Molecules 2025 dataset. Energies are from ωB97M-V/def2-TZVPD.

Element x y z (Å)
O (-1.88435, -0.31407, -1.55953)
C (-0.52827, -0.46377, -1.25814)
C (0.23392, 0.68037, -0.59713)
C (-0.28455, 0.35670, 0.83431)
C (1.16176, 0.30689, 1.29431)
N (1.29051, -0.29420, -0.08513)
C (-0.06599, -0.99199, 0.10548)
H (-2.24527, 0.40180, -1.01706)
H (-0.03583, -0.93093, -2.11651)
H (0.51744, 1.66151, -0.99127)
H (-1.18102, 0.72056, 1.35223)
H (1.70285, 1.25417, 1.40430)
H (1.42832, -0.38953, 2.09751)
H (-0.10953, -1.99749, 0.53664)

Calculated values
Calculated total energy in hartree: -324.5690
Energy relative to the best compared isomer or geometry (same formula, charge and spin) in eV: 4.230
Highest occupied orbital energy in eV: -9.404
Gap between HOMO and LUMO in eV: 10.2663

***

Here is one molecule with the formula C5H7NO from the Open Molecules 2025 dataset. Energies are from ωB97M-V/def2-TZVPD.

Element x y z (Å)
O (-2.66842, 0.98065, -0.76222)
C (-1.57688, 0.51316, -0.22893)
C (-1.02682, -0.67447, -0.88581)
C (0.24334, -0.93373, -0.84409)
C (1.28703, -0.27829, -0.10837)
C (0.62559, 0.32045, 1.10526)
N (-0.55100, 1.23943, 0.59638)
H (-1.52205, -1.29063, -1.50977)
H (0.34534, -1.90753, -1.18953)
H (2.28618, -0.86771, 0.32059)
H (1.76312, 0.58135, -0.66374)
H (0.24248, -0.65574, 1.61535)
H (1.32691, 0.81613, 1.73661)
H (-0.77482, 2.15693, 0.81827)

Calculated values
Structure (SMILES): O=C1C=CCCN1
Calculated total energy in hartree: -324.6261
Energy relative to the best compared isomer or geometry (same formula, charge and spin) in eV: 2.678
Highest occupied orbital energy in eV: -9.531
Gap between HOMO and LUMO in eV: 10.0721

***

Here is C5H7NO as an isolated structure from the Open Molecules 2025 dataset. Energies are from ωB97M-V/def2-TZVPD.

Element x y z (Å)
C (0.40069, 1.32683, -0.91567)
C (-0.42119, 0.14474, -0.27142)
C (-0.90673, -1.16840, -0.63448)
C (0.37181, -0.91393, 0.15294)
C (0.34711, -0.89183, 1.62751)
H (1.65365, 1.15331, -1.46206)
H (0.60478, 2.38403, -0.04763)
H (-0.49784, 1.76400, -1.68238)
H (-1.79592, -1.27428, -0.21315)
H (-0.67868, -1.09238, -1.78896)
H (1.36010, -0.85504, -0.31431)
H (1.02922, -1.35273, 2.48397)
N (-0.48661, 0.01948, 2.10044)
O (-0.98039, 0.75620, 0.96519)

Calculated values
Calculated total energy in hartree: -324.4549
Energy relative to the best compared isomer or geometry (same formula, charge and spin) in eV: 7.337
Highest occupied orbital energy in eV: -9.333
Gap between HOMO and LUMO in eV: 10.1278

***

Here is a 2-piece molecular cluster, C5H7NO overall from the Open Molecules 2025 dataset. Energies are from ωB97M-V/def2-TZVPD.

Element x y z (Å)
C (1.41105, 0.59987, 1.52078)
C (0.63084, -0.01710, -0.61101)
C (0.81112, -1.05735, -1.56520)
N (0.96625, -1.93325, -2.31388)
C (-0.61298, 0.20473, 0.03259)
O (-0.56990, 0.82668, 1.12152)
C (-1.93606, -0.23448, -0.52238)
H (1.19416, -0.32390, 2.04216)
H (2.34605, 0.59969, 0.97122)
H (1.22921, 1.50911, 2.08027)
H (1.17674, 0.90006, -0.82110)
H (-2.69375, -0.25692, 0.26181)
H (-1.83293, -1.22260, -0.98303)
H (-2.24758, 0.46145, -1.30924)

Calculated values
Calculated total energy in hartree: -324.5640
Energy relative to the best compared isomer or geometry (same formula, charge and spin) in eV: 4.365
Highest occupied orbital energy (alpha / beta) in eV: -8.547 / -8.546
Gap between HOMO and LUMO (alpha / beta) in eV: 7.6932 / 7.6911

***

Here is one molecule with the formula C5H7NO from the Open Molecules 2025 dataset. Energies are from ωB97M-V/def2-TZVPD.

Element x y z (Å)
O (2.51652, -0.19376, -0.24040)
C (1.32659, -0.11448, -0.00941)
C (0.36313, -1.37544, -0.03444)
C (-0.79829, -0.57753, 0.32063)
N (-1.98909, -0.17967, -0.30477)
C (-0.69413, 0.67365, -0.49210)
C (0.49976, 1.28718, 0.18685)
H (0.26157, -1.67611, -1.00539)
H (0.68754, -2.20763, 0.64546)
H (-0.76252, -0.09052, 1.28014)
H (-2.60666, 0.10006, 0.43581)
H (-0.49183, 0.46259, -1.56360)
H (1.12455, 2.04522, -0.44400)
H (0.56286, 1.84644, 1.22522)

Calculated values
Structure (SMILES): O=C1C[C@@H]2N[C@H]2C1
Calculated total energy in hartree: -324.5420
Energy relative to the best compared isomer or geometry (same formula, charge and spin) in eV: 4.965
Highest occupied orbital energy in eV: -9.309
Gap between HOMO and LUMO in eV: 10.1693

***

Here is C5H7NO as an isolated structure from the Open Molecules 2025 dataset. Energies are from ωB97M-V/def2-TZVPD.

Element x y z (Å)
C (-0.93640, -0.94207, 0.42845)
C (-0.54501, -0.22922, -0.97823)
C (0.59416, -0.79427, 0.59408)
C (0.79641, 0.77664, 0.66357)
C (-0.00788, 0.98538, -0.56320)
H (-1.11407, -1.98822, 0.42234)
H (-1.56335, -0.58281, 1.26466)
H (-1.27128, -0.43238, -1.88631)
H (1.12295, -1.62500, 1.19879)
H (1.77797, 1.28128, 0.73999)
H (-0.65265, 2.55201, 0.91874)
H (0.65683, 1.33637, -1.40926)
N (-0.52836, 1.41552, 0.65802)
O (0.66681, -1.15357, -0.84039)

Calculated values
Calculated total energy in hartree: -324.5173
Energy relative to the best compared isomer or geometry (same formula, charge and spin) in eV: 5.638
Highest occupied orbital energy in eV: -9.334
Gap between HOMO and LUMO in eV: 10.2653

***

Here is C5H7NO as an isolated structure from the Open Molecules 2025 dataset. Energies are from ωB97M-V/def2-TZVPD.

Element x y z (Å)
C (-1.73176, -0.68543, 0.14067)
C (-0.69703, 0.28960, -0.47956)
C (-0.64414, 1.60531, 0.19426)
N (-0.50549, 1.97023, 1.29563)
C (0.71154, 0.12342, 0.24482)
O (0.71213, 0.23513, 1.48336)
C (1.98890, -0.17724, -0.45366)
H (-1.51673, -0.79583, 1.20484)
H (-2.76078, -0.32899, 0.03050)
H (-1.67549, -1.67826, -0.32907)
H (-0.81016, 0.29430, -1.58063)
H (2.74705, 0.04268, 0.29585)
H (2.21535, 0.35574, -1.38197)
H (1.96661, -1.25068, -0.66505)

Calculated values
Calculated total energy in hartree: -324.6056
Energy relative to the best compared isomer or geometry (same formula, charge and spin) in eV: 3.236
Highest occupied orbital energy in eV: -9.873
Gap between HOMO and LUMO in eV: 10.2845